(1)
Molecular formula: C16H32BBr4MnN8O24
Method: DFT, the ωB97M-V functional and the def2-TZVPD basis

Each line ends with the Löwdin spin population.
Element x y z (Å)
Br 3.88 4.90 6.35  0.00
Br 2.33 2.30 4.62  0.00
Br 1.45 6.03 0.73  0.00
Br 4.22 3.62 -2.09  0.00
Mn -3.43 -2.34 -4.19  4.83
O -2.90 4.13 2.69  0.00
O 2.16 -1.73 2.66  0.00
O -3.73 1.06 1.96  0.00
O -5.09 -5.71 -2.51  0.02
O -2.62 -2.09 -2.30  0.05
O -0.65 4.03 -1.74  0.00
O -2.03 -4.28 -4.01  0.02
O -0.47 0.72 0.49  0.00
O -0.43 2.57 -3.29  0.00
O -4.00 -1.00 1.48  0.00
O 3.83 0.93 -5.19  0.00
O -4.54 -3.76 -3.14  0.04
O 0.34 -4.63 0.08  0.00
O -0.66 -1.64 0.47  0.00
O 2.88 0.88 -0.16  0.00
O -0.18 -6.68 0.35  0.00
O 1.94 1.91 -4.90  0.00
O 0.93 2.25 1.33  0.00
O 3.75 -2.39 3.94  0.00
O 1.14 -0.47 -0.71  0.00
O -1.13 -0.60 -1.56  0.01
O -2.16 3.03 4.39  0.00
O -2.27 -3.15 0.41  0.00
O -0.97 -5.84 -3.04  0.01
N 3.27 -1.63 3.15  0.00
N -3.42 -0.10 2.05  0.00
N 0.01 -5.58 0.77  0.00
N -4.94 -4.57 -2.28  0.01
N -2.01 3.73 3.42  0.00
N 2.63 0.93 -5.03  0.00
N -1.16 -5.17 -3.99  0.00
N -1.03 3.09 -2.37  0.00
C -1.90 -1.61 -1.43  0.01
C -1.65 -2.28 -0.08  0.00
C 2.81 4.09 -0.84  0.00
C 0.68 1.35 0.65  0.00
C -2.37 2.54 -1.98  0.00
C 2.83 5.57 -0.60  0.00
C -0.62 4.19 3.09  0.00
C 1.75 0.56 -0.12  0.00
C 3.04 5.05 4.61  0.00
C -5.20 -4.02 -0.89  0.00
C -2.23 -0.42 2.87  0.00
C -0.32 -5.36 -5.21  0.00
C 3.22 3.82 3.75  0.00
C 1.93 -0.37 -4.98  0.00
C -0.29 -5.31 2.20  0.00
C 4.09 -0.47 2.75  0.00
B -0.25 -0.47 -0.32  0.00
H 2.93 3.54 0.09  0.00
H 0.06 -6.16 2.77  0.00
H 1.87 3.77 -1.28  0.00
H -0.59 4.55 2.07  0.00
H 1.98 5.30 4.70  0.00
H 4.27 3.59 3.66  0.00
H -2.68 1.78 -2.69  0.00
H 1.07 -0.22 -4.34  0.00
H 2.58 -1.07 -4.47  0.00
H -1.63 0.48 2.99  0.00
H -0.03 3.28 3.15  0.00
H -4.22 -3.70 -0.53  0.00
H 3.52 5.91 4.15  0.00
H -5.90 -3.21 -1.08  0.00
H -5.70 -4.76 -0.29  0.00
H 5.11 -0.74 2.51  0.00
H 2.70 3.96 2.81  0.00
H 0.07 -4.39 -5.49  0.00
H 2.70 6.19 -1.47  0.00
H -1.37 -5.32 2.29  0.00
H 0.49 -6.03 -4.96  0.00
H 0.15 -4.37 2.50  0.00
H -3.04 3.39 -1.93  0.00
H -1.69 -1.25 2.44  0.00
H 3.77 5.85 -0.13  0.00
H -2.60 -0.75 3.84  0.00
H -2.20 2.10 -1.01  0.00
H -0.96 -5.75 -5.99  0.00
H 1.65 -0.70 -5.98  0.00
H -0.43 4.86 3.92  0.00
H 4.07 0.27 3.55  0.00
H 3.61 -0.02 1.88  0.00

lowest unoccupied orbital energy (spin up / spin down)	-7.0970 / -6.9863	eV
charge	+1
2S+1	6
gap between HOMO and LUMO (spin up / spin down)	4.100 / 4.211	eV
HOMO energy (spin up / spin down)	-11.2 / -11.2	eV
⟨S²⟩	8.7526


(2)
Molecular formula: C16H32ClN3O5
Method: DFT, the ωB97M-V functional and the def2-TZVPD basis

Each line ends with the Löwdin charge.
Element x y z (Å)
Cl 1.55 1.42 0.15  0.58
O -1.87 -1.61 -1.17  -0.25
O 2.35 2.54 -0.09  -0.28
O 0.22 1.70 -0.17  -0.35
O 1.60 0.90 1.45  -0.35
O 1.95 0.45 -0.75  -0.31
N 0.01 -1.89 1.42  -0.19
N 0.57 3.75 1.37  0.02
N 0.95 -1.68 -3.51  0.17
C 1.44 -3.03 -0.43  -0.03
C 0.20 -2.44 3.99  -0.06
C -2.43 -1.78 0.17  -0.09
C -1.82 -2.74 -2.00  -0.10
C -0.32 -0.47 2.04  0.01
C 0.33 -0.78 -3.09  -0.22
C 0.20 1.77 -2.81  -0.22
C 1.20 1.77 -3.99  -0.10
C 0.43 4.31 0.13  -0.15
C -1.40 -2.49 1.19  -0.06
C -0.29 4.41 2.17  -0.16
C -0.99 5.38 1.47  -0.12
C 0.85 -1.67 0.13  -0.12
C -0.47 0.39 -2.56  -0.15
C -0.55 5.29 0.15  -0.11
C 0.80 -2.66 2.52  -0.12
H -0.88 -2.64 4.03  0.07
H -0.91 5.83 -0.71  0.09
H -1.07 -0.52 2.83  0.10
H -0.59 2.50 -2.99  0.11
H -1.86 -2.61 2.17  0.11
H 1.07 3.91 -0.64  0.09
H 0.70 1.75 -4.96  0.07
H -0.39 4.14 3.21  0.10
H 0.71 2.16 -1.92  0.04
H -1.23 -3.53 0.93  0.12
H 1.10 2.91 1.59  0.09
H 0.18 -1.21 -0.59  0.08
H 1.68 -1.04 0.43  0.09
H -2.63 -0.83 0.67  0.11
H -1.39 -2.34 -2.92  0.07
H -0.70 0.15 -1.52  0.07
H 1.94 0.97 -3.89  0.06
H -1.16 -3.55 -1.67  0.07
H 2.05 -3.53 0.32  0.06
H 0.74 -3.20 4.55  0.08
H -3.42 -2.20 0.01  0.13
H -2.80 -3.14 -2.24  0.09
H -1.69 6.09 1.90  0.08
H 0.73 -3.74 2.40  0.11
H 0.70 -3.70 -0.88  0.05
H 0.42 -1.43 4.32  0.07
H 1.85 -2.39 2.57  0.13
H -0.70 0.08 1.18  0.09
H 1.80 2.67 -4.13  0.07
H -1.47 0.48 -2.99  0.12
H 2.09 -2.88 -1.29  0.07
H 0.60 -0.04 2.44  0.07

lowest unoccupied orbital energy	0.0215	eV
gap between HOMO and LUMO	7.072	eV
HOMO energy	-7.1	eV


(3)
Molecular formula: C16H32FeO2P2
Method: DFT, the ωB97M-V functional and the def2-TZVPD basis

Each line ends with the Löwdin spin population.
Element x y z (Å)
Fe 0.06 -0.67 2.80  3.41
P -0.29 -1.73 -1.61  -0.06
P 0.31 1.85 -1.50  0.06
O -0.26 1.31 3.73  0.05
O -1.12 2.60 5.42  0.01
C 0.41 2.00 0.59  0.05
C -0.92 1.63 0.89  0.48
C 1.40 -2.39 -1.86  0.00
C -0.39 -0.57 -3.10  -0.03
C 0.43 0.73 -3.07  0.01
C 0.90 -1.51 0.90  -0.01
C -1.31 2.65 -1.85  0.01
C -0.46 -1.90 0.75  -0.20
C -1.65 -0.94 1.04  0.01
C -1.25 -3.15 -2.16  0.00
C -0.75 1.53 4.90  0.00
C -1.49 0.41 0.29  0.04
C 1.53 -0.28 0.27  -0.01
C 0.35 -1.86 4.37  0.07
C 1.46 3.18 -1.81  0.01
C 1.52 1.01 1.11  0.04
H -2.29 -2.86 -2.36  0.00
H 2.19 -1.62 -1.93  0.00
H 1.26 -1.42 4.82  0.01
H -2.54 -1.45 0.61  0.00
H -2.13 1.94 -2.01  0.00
H -0.80 0.17 -0.57  0.00
H 0.47 -2.93 4.30  0.01
H -0.76 -3.52 -3.07  0.00
H -1.46 -0.35 -3.26  0.00
H 2.55 -0.54 -0.08  0.00
H 2.51 1.46 0.94  0.00
H -0.88 0.60 5.55  0.00
H -1.59 2.23 1.52  0.01
H 1.60 -3.03 -0.99  0.00
H 1.46 0.76 2.16  0.00
H 0.64 3.09 0.74  0.00
H 1.10 3.78 -2.65  0.00
H 1.10 -0.07 -0.74  0.00
H -1.90 -0.76 2.10  -0.01
H 2.46 2.79 -2.01  0.00
H -0.51 -1.62 5.00  0.01
H 1.49 3.79 -0.90  0.00
H -0.62 -2.97 0.87  -0.01
H -2.41 0.64 -0.31  0.01
H -0.06 -1.24 -3.92  0.00
H 1.61 -2.33 1.06  0.00
H 1.50 0.52 -3.26  0.00
H -1.18 3.30 -2.73  0.00
H 0.09 1.40 -3.89  0.00
H -1.22 -3.91 -1.36  0.00
H 1.36 -2.99 -2.78  0.00
H -1.53 3.24 -0.96  0.01

lowest unoccupied orbital energy (spin up / spin down)	-0.4453 / -1.4164	eV
2S+1	5
gap between HOMO and LUMO (spin up / spin down)	5.692 / 4.016	eV
HOMO energy (spin up / spin down)	-6.1 / -5.4	eV
⟨S²⟩	6.4629


(4)
Molecular formula: C16H32MoN4O
Method: DFT, the ωB97M-V functional and the def2-TZVPD basis

Each line ends with the Löwdin charge.
Element x y z (Å)
Mo 0.14 -0.38 -0.17  1.52
O 0.36 0.31 -1.65  -0.37
N -1.98 0.40 -0.08  -0.04
N -0.93 -2.06 -1.07  -0.28
N 1.91 -1.71 -0.55  -0.06
N -0.27 -1.90 1.65  -0.03
C -0.08 2.96 0.76  -0.01
C 1.88 3.19 -0.85  -0.36
C -0.13 1.34 2.55  -0.30
C -0.69 2.42 1.88  -0.05
C 3.01 2.37 -1.48  -0.06
C 0.08 -2.67 -1.99  -0.15
C -1.45 -3.10 -0.12  -0.13
C -1.53 -2.61 1.32  -0.19
C 1.14 2.48 0.27  -0.20
C 0.93 3.71 -1.94  -0.05
C 1.07 0.82 2.05  -0.12
C 1.38 -2.95 -1.23  -0.17
C -2.06 -1.42 -1.81  -0.16
C -2.86 -0.55 -0.85  -0.16
C -0.75 0.81 3.82  -0.03
C 1.70 1.38 0.93  -0.12
H 2.69 1.03 0.66  0.11
H 2.62 1.45 -1.93  0.06
H 0.37 2.89 -2.39  0.08
H -3.43 -1.14 -0.14  0.11
H 1.51 4.18 -2.73  0.09
H -0.39 -1.40 2.53  0.06
H 0.25 -1.97 -2.80  0.12
H -1.71 -3.46 1.98  0.14
H -0.30 -0.12 4.15  0.08
H -2.39 0.67 0.81  0.10
H 0.46 -2.59 1.82  0.11
H 0.23 4.46 -1.57  0.08
H -3.62 0.02 -1.41  0.14
H -0.30 -3.60 -2.41  0.15
H -0.57 3.80 0.27  0.12
H -2.72 -2.18 -2.24  0.14
H 2.12 -3.37 -1.91  0.14
H 3.48 2.95 -2.27  0.09
H -0.59 1.52 4.63  0.11
H 2.59 -1.97 0.15  0.12
H -0.78 -3.96 -0.16  0.12
H 2.45 -1.17 -1.24  0.10
H -1.83 0.68 3.72  0.09
H -2.35 -1.91 1.46  0.10
H 1.22 -3.69 -0.45  0.11
H -1.64 -0.84 -2.63  0.12
H 2.35 4.05 -0.37  0.16
H -1.89 1.26 -0.61  0.10
H 1.58 0.04 2.60  0.12
H -1.62 2.86 2.23  0.13
H 3.79 2.12 -0.76  0.08
H -2.43 -3.45 -0.46  0.14

lowest unoccupied orbital energy	-6.3515	eV
charge	+2
gap between HOMO and LUMO	8.404	eV
HOMO energy	-14.8	eV


(5)
Molecular formula: C16H32N2O6P
Method: DFT, the ωB97M-V functional and the def2-TZVPD basis

Each line ends with the Löwdin charge.
Element x y z (Å)
P 1.64 0.49 0.24  0.89
O 2.17 0.03 4.76  0.11
O 1.25 2.55 2.59  -0.13
O 2.74 0.27 2.59  -0.04
O 2.76 1.66 0.17  -0.24
O -0.94 -2.62 2.98  -0.15
O 0.31 1.39 -0.10  -0.25
N -0.74 -1.45 -3.92  -0.08
N 0.73 -0.81 -5.36  -0.04
C -3.12 -2.65 1.85  -0.07
C 2.04 -0.48 -5.97  -0.15
C 0.56 -1.33 -4.15  -0.01
C -1.32 -1.97 -2.68  0.03
C 2.91 0.45 3.92  -0.31
C -2.34 -2.79 3.17  -0.26
C 1.39 0.24 2.09  -0.48
C 0.46 3.73 2.70  -0.20
C -0.50 -0.58 -5.92  0.01
C -1.98 3.28 3.43  -0.10
C 2.19 -1.08 -7.35  -0.06
C 0.54 1.34 2.70  -0.22
C 0.75 -1.16 2.24  -0.13
C -0.58 3.74 3.82  -0.22
C -1.43 -0.98 -5.02  0.01
C -0.54 -1.26 3.03  -0.22
H -1.32 -0.63 2.59  0.12
H -0.21 3.18 4.68  0.12
H 1.49 -1.80 2.72  0.13
H 2.12 -2.17 -7.32  0.09
H -2.40 -1.95 -2.75  0.10
H -2.71 -2.08 3.91  0.12
H -0.38 -0.95 4.07  0.13
H 0.57 -1.60 1.25  0.08
H 3.82 1.03 4.12  0.16
H 0.33 1.12 3.75  0.12
H -3.87 -1.86 1.90  0.07
H 1.34 -1.61 -3.47  0.17
H -2.10 2.20 3.52  0.06
H -2.47 -3.79 3.59  0.12
H -2.50 -0.98 -5.05  0.14
H -0.99 -3.00 -2.53  0.11
H -2.43 -2.43 1.04  0.06
H -2.20 3.55 2.40  0.07
H -0.41 1.39 2.16  0.11
H -2.74 3.74 4.07  0.07
H -0.23 0.96 -0.77  0.03
H 1.18 4.53 2.88  0.12
H 3.16 -0.81 -7.76  0.09
H -0.64 4.78 4.16  0.11
H 1.43 -0.72 -8.04  0.08
H 2.80 -0.86 -5.29  0.13
H -3.65 -3.57 1.60  0.07
H -1.00 -1.36 -1.84  0.09
H -0.02 3.93 1.74  0.12
H -0.61 -0.16 -6.90  0.14
H 3.58 1.32 -0.21  0.05
H 2.12 0.61 -6.00  0.14

lowest unoccupied orbital energy	-2.9950	eV
charge	+1
gap between HOMO and LUMO	8.134	eV
HOMO energy	-11.1	eV


(6)
Molecular formula: C16H32NO2Si2V
Method: DFT, the ωB97M-V functional and the def2-TZVPD basis

Each line ends with the Löwdin spin population.
Element x y z (Å)
V -0.17 -0.02 1.09  2.05
Si -1.45 -0.33 -1.94  0.00
Si 1.28 1.46 -1.25  -0.01
O -1.48 -0.76 2.51  0.02
O -0.27 1.57 2.39  0.02
N 1.14 -1.45 0.78  -0.01
C -2.69 1.01 -1.54  0.00
C 2.44 1.57 0.24  0.01
C -0.82 1.21 3.68  0.00
C 2.30 1.08 -2.76  -0.01
C -1.05 -0.36 -3.76  0.00
C -2.12 -1.99 -1.39  0.00
C -2.02 -2.11 2.64  0.00
C 1.89 -2.47 1.23  0.00
C 1.48 -2.12 -1.48  -0.01
C 0.11 -0.01 -0.86  -0.10
C -0.08 3.00 2.23  0.00
C 2.47 -3.35 0.35  0.00
C 2.26 -3.17 -1.02  0.01
C 0.93 -1.24 -0.55  0.01
C -0.87 -0.30 3.74  0.00
C 0.28 3.02 -1.48  0.00
H -0.17 1.60 4.46  0.00
H 0.30 3.17 1.23  0.00
H -3.03 -2.22 -1.94  0.00
H -1.20 -2.82 2.77  0.00
H 2.71 -3.85 -1.73  0.00
H -2.42 1.97 -1.96  0.00
H -1.81 1.66 3.78  0.00
H -2.84 1.15 -0.46  0.00
H -2.39 -1.99 -0.33  0.00
H -1.97 -0.55 -4.32  0.00
H -2.58 -2.33 1.74  0.00
H -0.65 0.60 -4.11  0.00
H -1.47 -0.63 4.59  0.00
H 0.02 3.15 -2.53  0.00
H 0.64 3.35 2.97  0.00
H -1.43 -2.82 -1.55  0.00
H 1.31 -1.96 -2.53  0.00
H 3.08 -4.17 0.72  0.00
H -3.66 0.73 -1.95  0.00
H 2.98 1.91 -2.93  0.00
H 2.91 0.18 -2.65  0.00
H -0.66 3.04 -0.92  0.00
H 0.13 -0.73 3.84  0.00
H 3.15 0.74 0.23  0.00
H 0.86 3.90 -1.18  0.00
H 3.02 2.49 0.20  0.00
H -1.03 3.50 2.36  0.00
H 2.01 -2.56 2.30  0.00
H 1.68 0.97 -3.65  0.00
H -0.35 -1.15 -4.04  0.00
H 1.97 1.57 1.23  0.00
H -2.69 -2.14 3.50  0.00

lowest unoccupied orbital energy (spin up / spin down)	-7.5109 / -6.5766	eV
charge	+2
2S+1	3
gap between HOMO and LUMO (spin up / spin down)	7.940 / 8.983	eV
HOMO energy (spin up / spin down)	-15.5 / -15.6	eV
⟨S²⟩	2.0762


(7)
Molecular formula: C16H32O
Method: DFT, the ωB97M-V functional and the def2-TZVPD basis

Each line ends with the Löwdin charge.
Element x y z (Å)
O -6.50 1.91 0.31  0.06
C 4.71 3.01 -1.32  -0.12
C 0.23 -2.47 0.76  -0.22
C -2.02 -0.89 -0.84  -0.22
C 2.54 -0.39 0.81  -0.22
C 2.71 -1.85 0.40  -0.22
C 3.66 0.48 0.26  -0.23
C 3.48 1.95 0.65  -0.23
C 1.69 -2.79 1.06  -0.22
C -0.13 -2.59 -0.72  -0.22
C -3.90 0.80 -1.21  -0.21
C -1.61 -2.35 -1.00  -0.22
C -3.66 1.59 0.08  -0.21
C -3.50 -0.67 -1.16  -0.22
C -4.46 1.06 1.27  -0.17
C 4.63 2.85 0.19  -0.27
C -5.94 1.28 1.16  -0.27
H -4.14 1.56 2.19  0.12
H 0.14 -3.59 -1.06  0.11
H 4.50 3.84 0.64  0.10
H 3.71 -2.19 0.68  0.11
H -3.34 1.29 -2.01  0.11
H -2.60 1.58 0.33  0.10
H 0.01 -1.46 1.12  0.09
H -1.41 -0.28 -1.52  0.12
H 3.40 2.01 1.73  0.11
H -1.83 -2.67 -2.02  0.11
H 4.93 2.06 -1.80  0.06
H -6.51 0.80 1.98  0.12
H 4.63 0.13 0.64  0.12
H -4.96 0.86 -1.46  0.10
H -3.96 2.62 -0.09  0.11
H 3.76 3.38 -1.71  0.07
H -0.40 -3.16 1.33  0.11
H -4.11 -1.21 -0.44  0.11
H -4.28 -0.01 1.43  0.11
H -1.82 -0.56 0.18  0.10
H 2.63 -1.94 -0.69  0.11
H 0.46 -1.88 -1.30  0.11
H 1.84 -2.75 2.14  0.11
H 1.90 -3.81 0.74  0.11
H 1.59 -0.01 0.44  0.11
H -3.71 -1.11 -2.14  0.11
H 5.49 3.72 -1.59  0.07
H -2.21 -2.97 -0.32  0.11
H 5.57 2.44 0.56  0.10
H 2.53 -0.32 1.90  0.12
H 3.68 0.39 -0.83  0.11
H 2.55 2.32 0.22  0.11

lowest unoccupied orbital energy	0.8280	eV
gap between HOMO and LUMO	10.620	eV
HOMO energy	-9.8	eV
SMILES	CCCCCCCCCCCCCCCC=O


(8)
Molecular formula: C16H32O17S2
Method: DFT, the ωB97M-V functional and the def2-TZVPD basis

Each line ends with the Löwdin charge.
Element x y z (Å)
S -10.92 0.27 28.58  0.66
S -9.78 2.07 22.30  0.64
O -13.75 1.11 17.83  0.00
O -9.96 1.07 21.29  -0.22
O -3.65 -0.67 20.31  0.14
O -6.47 4.87 23.52  0.04
O -4.36 0.22 22.24  0.06
O -11.66 1.35 29.17  -0.23
O -9.63 0.88 27.76  -0.18
O -15.31 -0.09 16.98  0.05
O -4.46 5.63 23.52  0.04
O -10.52 -0.81 29.41  -0.21
O -8.50 2.16 22.92  -0.22
O -11.03 2.13 23.34  -0.21
O -10.14 3.48 21.59  -0.20
O -15.50 0.55 19.13  0.12
O -2.64 -1.07 22.29  0.01
O -5.81 6.12 21.79  0.13
O -11.68 -0.29 27.25  -0.21
C -3.30 6.14 22.82  -0.20
C -7.81 4.97 23.17  -0.09
C -16.51 -0.84 17.05  -0.23
C -14.91 0.53 18.08  -0.61
C -16.49 -1.96 16.03  -0.07
C -10.99 0.12 26.04  -0.14
C -10.03 1.23 26.45  -0.20
C -11.36 4.03 22.07  -0.16
C -3.55 -0.50 21.49  -0.62
C -12.08 2.92 22.75  -0.15
C -2.36 6.58 23.93  -0.07
C -5.60 0.66 21.72  -0.22
C -6.62 -0.43 21.41  -0.05
C -1.77 -1.96 21.62  -0.07
C -13.13 1.98 18.76  -0.04
C -5.59 5.59 22.85  -0.62
H -6.11 -0.96 20.60  0.08
H -13.83 2.76 19.06  0.10
H -1.11 -2.40 22.36  0.09
H -1.17 -1.50 20.83  0.10
H -10.41 2.26 26.45  0.13
H -6.01 1.47 22.32  0.11
H -12.22 2.35 18.30  0.10
H -8.51 4.55 23.89  0.09
H -10.44 -0.80 25.84  0.14
H -2.02 5.76 24.55  0.08
H -2.84 7.33 24.56  0.08
H -2.32 -2.78 21.15  0.10
H -1.42 7.00 23.56  0.08
H -16.67 -1.29 18.03  0.12
H -12.60 2.23 22.07  0.13
H -8.06 4.49 22.22  0.07
H -11.04 4.82 22.76  0.13
H -15.93 -2.80 16.47  0.08
H -5.40 1.19 20.79  0.13
H -11.98 4.45 21.27  0.14
H -17.38 -0.21 16.84  0.13
H -8.20 5.97 22.96  0.11
H -7.53 0.00 21.01  0.06
H -16.00 -1.77 15.08  0.08
H -2.93 5.26 22.28  0.13
H -11.71 0.32 25.25  0.12
H -6.84 -1.12 22.22  0.09
H -12.90 1.41 19.67  0.09
H -17.50 -2.37 16.01  0.08
H -12.83 3.19 23.49  0.14
H -9.20 1.21 25.74  0.13
H -3.49 6.88 22.05  0.12

lowest unoccupied orbital energy	0.0206	eV
gap between HOMO and LUMO	10.736	eV
HOMO energy	-10.7	eV
SMILES	O=S1(=O)OCCO1.O=S1(=O)OCCO1.CCOC(=O)OC.CCOC(=O)OC.CCOC(=O)OC


| no. | electronic energy (a.u.) |
| --- | --- |
| 1 | -14343.7495 |
| 2 | -1629.0292 |
| 3 | -2725.3934 |
| 4 | -990.8628 |
| 5 | -1530.9295 |
| 6 | -2356.5700 |
| 7 | -704.0839 |
| 8 | -2704.2436 |